Entry 1:
Here is a molecular structure, C33H62AuClGeO9SSi from the OMol25 dataset. Energies are from ωB97M-V with the def2-TZVPD basis set.

Geometry as ORCA input:
```
! RIJCOSX wB97M-V def2-TZVPD def2/J DEFGRID3
* xyz 1 4
Au -1.41 2.71 0.66
C 3.95 1.86 0.30
C 3.37 2.38 -1.01
C 3.44 1.31 -2.09
C 4.12 3.64 -1.45
O 1.97 2.68 -0.82
Ge 0.99 4.13 -0.74
O -0.61 3.40 -1.23
C -1.06 2.98 -2.56
C -0.88 1.47 -2.66
C -2.51 3.39 -2.70
C -0.19 3.69 -3.59
O 0.22 4.06 0.95
C 0.71 4.59 2.21
C 0.71 3.44 3.21
C 2.13 5.11 1.99
C -0.21 5.71 2.64
H 4.97 1.51 0.14
H 3.35 1.02 0.66
H 3.95 2.63 1.07
H 4.48 1.07 -2.32
H 2.96 1.67 -3.01
H 2.93 0.40 -1.76
H 5.17 3.42 -1.62
H 4.04 4.41 -0.68
H 3.69 4.03 -2.38
H -1.52 0.96 -1.94
H 0.16 1.21 -2.44
H -1.13 1.13 -3.66
H -3.10 2.97 -1.88
H -2.92 3.00 -3.63
H -2.61 4.47 -2.69
H 0.86 3.39 -3.47
H -0.26 4.78 -3.46
H -0.51 3.44 -4.60
H 1.27 2.60 2.81
H -0.31 3.11 3.41
H 1.16 3.76 4.15
H 2.77 4.31 1.61
H 2.56 5.48 2.92
H 2.12 5.94 1.27
H -1.23 5.34 2.76
H -0.22 6.52 1.90
H 0.11 6.12 3.60
C 5.02 -2.18 0.19
C 4.06 -2.58 1.31
C 4.65 -2.28 2.68
C 3.69 -4.05 1.19
O 2.88 -1.75 1.20
Si 1.54 -1.90 0.31
S 0.64 0.04 0.65
O 1.93 -2.08 -1.25
C 1.29 -2.71 -2.38
C 2.06 -2.25 -3.60
C -0.17 -2.27 -2.45
C 1.40 -4.22 -2.21
O 0.47 -3.03 0.73
C -0.37 -3.27 1.88
C -0.61 -4.77 1.91
C -1.67 -2.51 1.68
C 0.34 -2.81 3.15
H 5.92 -2.79 0.23
H 5.30 -1.13 0.30
H 4.54 -2.31 -0.78
H 5.56 -2.86 2.83
H 3.93 -2.53 3.46
H 4.90 -1.22 2.76
H 4.57 -4.67 1.30
H 3.25 -4.25 0.21
H 2.96 -4.33 1.95
H 1.93 -1.18 -3.76
H 1.72 -2.79 -4.49
H 3.13 -2.45 -3.46
H -0.23 -1.18 -2.49
H -0.72 -2.63 -1.58
H -0.63 -2.68 -3.35
H 2.45 -4.52 -2.17
H 0.93 -4.73 -3.05
H 0.90 -4.54 -1.29
H -1.07 -5.09 0.98
H -1.27 -5.03 2.74
H 0.33 -5.30 2.03
H -2.18 -2.84 0.77
H -1.47 -1.44 1.58
H -2.33 -2.65 2.53
H 1.28 -3.34 3.28
H -0.30 -3.01 4.02
H 0.55 -1.74 3.12
C -6.09 0.60 -0.75
C -6.24 -0.83 -0.30
C -7.23 -1.60 -0.91
C -7.39 -2.94 -0.64
Cl -8.65 -3.84 -1.43
C -6.55 -3.58 0.26
C -5.58 -2.83 0.90
C -5.43 -1.47 0.65
O -4.42 -0.90 1.40
C -4.50 0.40 1.91
C -3.33 1.24 1.46
O -2.70 1.94 2.29
O -2.97 1.29 0.24
H -6.40 0.68 -1.79
H -5.06 0.93 -0.69
H -6.71 1.28 -0.17
H -7.88 -1.13 -1.64
H -6.67 -4.63 0.47
H -4.92 -3.29 1.62
H -4.44 0.35 3.00
H -5.43 0.90 1.64
*
```

Computed properties:
HOMO energy (alpha / beta)   -10.40 / -10.40 eV
Lowest unoccupied orbital energy (alpha / beta)   -1.916 / -5.900 eV
HOMO-LUMO gap (alpha / beta)   8.49 / 4.50 eV

=====

Entry 2:
Here is a molecular structure, C33H62BBr3Cl2CsF2IMgN2NaO12PS3 from the OMol25 dataset. Energies are from ωB97M-V with the def2-TZVPD basis set.

Geometry as ORCA input:
```
! RIJCOSX wB97M-V def2-TZVPD def2/J DEFGRID3
* xyz 2 1
C 3.54 -2.50 5.94
C 2.41 -3.61 5.40
C 1.31 -2.73 4.57
F 0.13 -2.84 5.49
C 1.04 -3.18 2.99
P 0.44 -5.02 2.83
O -1.06 -5.18 1.96
Cl -0.07 -5.87 4.76
C 2.52 -3.35 2.22
C 3.05 -2.09 1.33
C 4.02 -2.77 0.17
C 5.00 -1.84 -0.67
C 4.64 -0.28 -0.93
I 6.45 0.91 -1.49
C 3.80 -1.06 2.34
C 5.39 -1.18 2.58
C 6.03 -2.62 2.97
C 7.59 -2.63 2.38
S 8.05 -4.48 2.29
O 7.64 -5.11 0.91
O 7.27 -5.33 3.37
Cl 10.08 -4.85 2.62
C 1.85 -1.41 0.51
C 0.30 -1.97 0.78
C -0.17 -3.09 -0.25
C 0.73 -4.39 -0.60
O 1.33 -4.51 -1.82
C -0.50 -0.57 0.28
C -2.00 -0.74 -0.32
C -2.06 -0.48 -1.97
S -3.66 -1.06 -2.76
N 0.18 -2.13 2.27
B -1.23 -1.92 2.85
O -1.40 -0.81 3.87
N -2.52 -2.61 2.55
C -3.01 -3.42 3.77
C -3.69 -1.60 2.44
H 3.98 -2.89 6.95
H 2.97 -1.48 6.21
H 4.33 -2.21 5.13
H 1.99 -4.09 6.41
H 2.89 -4.51 4.82
H 1.53 -1.56 4.58
H -0.89 -5.91 1.28
H 2.52 -4.28 1.47
H 3.41 -3.59 2.93
H 4.63 -3.71 0.57
H 3.26 -3.26 -0.61
H 5.17 -2.34 -1.74
H 6.09 -1.87 -0.17
H 4.03 0.27 -0.10
H 3.96 -0.24 -1.91
H 3.30 -1.17 3.41
H 3.60 0.08 2.04
H 6.01 -0.72 1.67
H 5.65 -0.45 3.49
H 5.53 -3.57 2.53
H 6.17 -2.82 4.14
H 7.67 -2.21 1.29
H 8.33 -2.13 3.13
H 1.93 -0.23 0.70
H 1.98 -1.50 -0.67
H -0.29 -2.57 -1.32
H -1.27 -3.48 0.00
H 0.87 -5.37 0.06
H 0.10 -0.13 -0.66
H -0.38 0.30 1.09
H -2.57 -1.73 -0.09
H -2.66 0.14 0.14
H -1.17 -0.99 -2.54
H -1.97 0.69 -2.17
H -4.26 -2.00 -1.89
H 0.69 -1.24 2.59
H -1.67 -1.19 4.75
H -3.17 -2.77 4.72
H -4.05 -3.88 3.43
H -2.30 -4.30 4.06
H -4.32 -1.99 1.49
H -4.43 -1.65 3.34
H -3.34 -0.52 2.16
O -2.21 2.11 -3.80
H -2.85 2.71 -4.14
F -3.92 4.18 -4.73
C -3.53 5.35 -5.26
C -4.49 6.27 -5.66
C -4.08 7.49 -6.21
C -2.72 7.76 -6.37
C -1.76 6.82 -5.97
C -2.17 5.61 -5.41
H -5.54 6.04 -5.54
H -4.82 8.22 -6.52
H -2.40 8.70 -6.80
H -0.70 7.03 -6.09
H -1.45 4.87 -5.08
Na -5.14 8.65 -8.46
O -8.67 9.92 -8.08
H -9.38 10.28 -7.53
H -9.08 9.84 -8.96
C 1.03 8.97 -3.85
Br 0.00 10.43 -4.62
Br 0.16 8.21 -2.28
Br 1.45 7.60 -5.17
H 1.98 9.39 -3.52
C -0.22 3.98 1.75
S -1.40 2.63 2.05
O -2.01 2.27 0.73
C -2.61 3.63 2.95
H 0.61 3.59 1.17
H -0.71 4.78 1.20
H 0.15 4.35 2.71
H -2.95 4.46 2.32
H -2.16 4.02 3.86
H -3.46 3.00 3.20
C -3.31 -7.16 0.76
O -4.04 -6.19 0.61
O -2.10 -7.19 0.50
O -3.66 -8.26 1.19
C -7.02 -0.08 -4.76
O -6.88 -1.45 -4.45
H -7.82 0.35 -4.15
H -6.08 0.44 -4.55
H -7.28 0.03 -5.82
H -6.17 -1.80 -5.01
Cs 0.62 6.22 -1.09
Mg 1.52 9.26 -7.40
*
```

Computed properties:
HOMO energy   -9.02 eV
Lowest unoccupied orbital energy   -7.651 eV
HOMO-LUMO gap   1.37 eV